# 1
The following is a DFT calculation (ωB97M-V/def2-TZVPD) of C5H12FGaN as an isolated structure in a non-equilibrium geometry.

The highest occupied orbital energy is -4.68 eV. The HOMO-LUMO gap comes out at 0.3132 hartree. Its total charge is -1.

XYZ file:
```
20
Properties=species:S:1:pos:R:3:forces:R:3:nbo_charge:R:1
C 1.7236 1.4137 0.3471 0.20 -1.09 -0.33 -0.6718
C 2.1409 -0.2008 0.2363 -1.27 0.61 -1.56 0.2021
F 3.3590 -0.2182 -0.6569 -1.15 0.08 1.65 -0.4532
C 0.9773 -1.0205 -0.5911 2.31 0.29 -0.24 -0.9190
Ga -0.6666 -1.5719 0.5334 -0.30 -0.14 -0.66 0.8760
C -2.0029 -0.0123 0.9197 -1.37 1.11 -0.99 -0.9566
C -2.1159 0.8855 -0.4503 0.45 -2.06 -2.65 0.1197
N -1.9586 0.2842 -1.7047 -0.89 3.34 4.42 -0.6721
H 0.5493 1.4578 0.3835 2.36 0.05 0.20 0.2303
H 2.2461 1.9510 1.2617 -1.20 -1.06 -1.91 0.1972
H 2.0691 1.8918 -0.6648 -0.62 -0.83 2.00 0.2190
H 2.4335 -0.6703 1.2674 -0.41 0.83 -2.10 0.1737
H 0.6978 -0.4016 -1.5469 0.56 -1.04 1.84 0.2199
H 1.4885 -2.0260 -0.9821 -0.99 2.07 0.86 0.2132
H -0.2580 -2.2529 1.9201 0.18 0.05 0.25 -0.3430
H -1.5078 -2.6336 -0.3725 0.15 0.06 0.18 -0.3249
H -1.7459 0.6004 1.8831 -0.65 -0.72 -1.96 0.2056
H -3.0580 -0.5454 1.0833 2.17 1.22 -0.35 0.2322
H -2.3046 2.0407 -0.4110 0.39 -1.96 0.09 0.1385
H -2.0667 1.0285 -2.4552 0.08 -0.81 1.27 0.3131
```
Forces are in eV/Å.

# 2
The following is a DFT calculation (ωB97M-V/def2-TZVPD) of C5H12FO2Pt as an isolated structure in a non-equilibrium geometry.

Its spin multiplicity is 3. The highest occupied orbital energy (alpha / beta) is -10.46 / -12.23 eV. The HOMO-LUMO gap (alpha / beta) comes out at 0.2821 / 0.2984 hartree. Its total charge is +1.

XYZ file:
```
21
Properties=species:S:1:pos:R:3:forces:R:3:nbo_charge:R:1
F 2.8242 0.7271 -0.0379 1.52 -1.25 -0.15 -0.3615
C -0.0789 0.7057 1.3092 -0.12 2.09 -0.36 -0.3267
O 0.2561 -0.1351 0.1781 -2.02 -1.11 0.35 -0.3798
C 1.3587 -1.0747 0.3637 0.32 -0.20 0.57 -0.1147
C 2.5433 -0.5825 -0.4155 0.00 -0.73 -0.62 0.0145
H -0.6930 1.5950 0.8718 0.12 -2.13 1.13 0.2782
H -0.3174 0.1045 2.1943 -0.64 0.28 -0.33 0.2364
H 0.8448 1.2452 1.5387 0.69 -0.19 1.14 0.1820
H 1.0297 -2.0619 0.0167 0.22 0.30 0.04 0.2379
H 1.5809 -1.1248 1.4350 -0.09 0.01 -0.15 0.2280
H 2.3639 -0.5962 -1.4981 0.02 0.13 0.28 0.2123
H 3.4098 -1.2119 -0.1752 -0.14 0.24 -0.07 0.2215
C -2.6158 0.7405 -1.2317 -0.54 0.60 0.02 -0.2649
O -1.5758 -0.2352 -1.2972 0.45 -0.66 0.60 -0.4742
C -1.1403 -0.8132 -0.1736 -0.49 -0.97 -1.98 0.2597
H -3.4298 0.4001 -1.8811 0.23 0.11 0.18 0.2216
H -2.9879 0.8551 -0.2046 0.07 -0.05 -0.21 0.1809
H -2.2336 1.7028 -1.5949 -0.05 -0.30 0.11 0.2155
H -0.8208 -1.8431 -0.3626 -0.08 0.24 -0.11 0.1891
H -1.8551 -0.7960 0.6626 0.68 0.59 0.13 0.2081
Pt 1.5370 2.3986 0.3025 -0.15 3.00 -0.56 0.0361
```
Forces are in eV/Å.

# 3
The following is a DFT calculation (ωB97M-V/def2-TZVPD) of a 2-piece molecular cluster, C5H12IN2 overall in a non-equilibrium geometry.

The highest occupied orbital energy is -13.67 eV. The HOMO-LUMO gap comes out at 0.3385 hartree. Its total charge is +1.

XYZ file:
```
20
Properties=species:S:1:pos:R:3:forces:R:3:nbo_charge:R:1
C -0.2666 -0.0792 0.1795 1.43 1.86 -0.02 0.2053
C 1.4450 1.3177 1.4939 2.17 0.54 1.02 -0.6506
C -0.9126 2.3759 0.7905 -0.23 -3.46 -3.39 -0.5758
C 0.0246 1.0191 1.1849 -2.55 0.95 0.60 -0.3076
C -0.0916 -2.3267 -2.3087 -0.36 -2.18 1.87 0.1061
N 0.5958 -0.6003 -0.5954 -1.25 -1.45 0.25 -0.6786
N -1.0731 -2.8658 -1.5961 1.31 -1.34 -0.56 -0.7046
I 1.6168 -3.5272 -2.6816 -1.08 1.00 0.07 0.3426
H -1.3244 -0.2180 0.0302 -0.50 -0.30 -0.40 0.1574
H 2.0595 1.5126 0.5780 -0.32 -0.19 0.84 0.2157
H 1.5007 2.2201 2.1446 -0.17 -0.24 -0.78 0.2464
H 1.9753 0.5912 2.2134 -0.87 0.43 -1.55 0.2339
H -0.3569 2.9935 0.0216 -0.74 -0.53 1.11 0.2252
H -1.2587 2.8832 1.6378 0.12 0.88 1.30 0.2253
H -1.9472 1.9836 0.2697 2.59 0.89 1.08 0.1987
H -0.4241 0.7291 2.1400 -0.27 -0.25 -0.08 0.2326
H -0.2142 -1.3149 -2.6542 0.12 -0.05 -0.39 0.2564
H -1.8429 -2.2206 -1.4058 -0.04 -0.80 0.21 0.4333
H -1.0410 -3.9103 -1.1915 -0.14 3.36 -1.21 0.4675
H 1.5356 -0.5629 -0.2509 0.78 0.87 0.03 0.3707
```
Forces are in eV/Å.

# 4
The following is a DFT calculation (ωB97M-V/def2-TZVPD) of C5H12InO5 as an isolated structure in a non-equilibrium geometry.

The highest occupied orbital energy is -11.80 eV. The HOMO-LUMO gap comes out at 0.1020 hartree. Its total charge is +1.

XYZ file:
```
23
Properties=species:S:1:pos:R:3:forces:R:3:nbo_charge:R:1
In -1.7446 -1.4284 0.8135 0.94 -0.11 -0.18 1.0658
C -0.2680 -4.4501 -1.4814 -0.63 0.44 1.29 -0.3173
O -1.3015 -3.9711 -0.6622 1.82 -0.21 -1.39 -0.4326
H 0.5242 -5.0406 -1.0212 0.08 0.21 0.89 0.2004
H -0.6368 -5.2369 -2.1394 -1.12 -0.57 -0.40 0.2875
H 0.1773 -3.8155 -2.2477 -0.32 0.89 0.07 0.2067
C 1.3915 -0.3888 3.6394 -1.83 -1.72 -1.08 -0.2991
O 0.2148 -0.7010 2.9612 0.44 0.70 0.69 -0.4181
H 1.7498 -1.2909 4.1354 0.68 0.26 -0.14 0.1969
H 2.0534 0.1506 2.9619 0.63 -0.01 -0.25 0.2397
H 1.2050 0.3837 4.3855 -0.47 0.54 0.39 0.2604
C -2.1326 1.9044 -2.4107 -0.71 0.76 0.40 -0.2608
O -0.9510 2.5273 -1.9464 1.57 0.80 0.08 -0.4776
C -0.2932 2.0857 -0.8864 -0.86 -0.54 -0.19 1.0206
O -0.6832 1.1333 -0.2200 0.61 0.02 0.28 -0.7516
O 0.7857 2.8275 -0.6775 -1.41 0.32 -1.31 -0.4633
C 1.6272 2.5225 0.3842 0.90 -0.86 1.16 -0.2570
H -2.7903 2.7417 -2.6444 -0.07 -0.10 -0.10 0.2114
H -2.5875 1.3738 -1.5743 0.00 -0.52 -0.49 0.1899
H -1.9428 1.3751 -3.3445 0.05 -0.41 0.41 0.2065
H 1.0759 2.3837 1.3142 -0.06 0.13 0.00 0.1900
H 2.3657 3.3166 0.4945 -0.31 0.06 -0.16 0.2182
H 2.1612 1.5976 0.1664 0.07 -0.08 0.04 0.1831
```
Forces are in eV/Å.